C27H45AsCl3NP2SiV | ωB97M-V with the def2-TZVPD basis set

Values from the calculation:
E (eV): -180773.1428
Frontier orbital gap (alpha / beta) (eV): 7.82 / 7.98
Multiplicity: 4

Cartesian coordinates (Å):
V: -0.664 -0.172 1.382
C: -1.122 -5.286 1.442
C: -0.388 -3.957 1.329
C: 0.863 -4.064 0.443
P: -1.366 -2.444 0.857
C: -3.191 -2.634 1.170
C: -3.899 -3.849 0.567
C: -3.889 -1.373 0.624
C: -1.286 -2.389 -0.951
C: -1.509 -3.476 -1.797
C: -1.479 -3.333 -3.173
C: -1.223 -2.071 -3.698
C: -0.988 -0.987 -2.871
C: -1.000 -1.122 -1.472
N: -0.710 -0.048 -0.581
C: -0.849 1.257 -1.172
C: -2.100 1.615 -1.684
C: -2.320 2.841 -2.281
C: -1.274 3.750 -2.371
C: -0.030 3.408 -1.867
C: 0.229 2.157 -1.285
P: 1.823 1.807 -0.420
C: 2.897 3.278 -0.816
C: 3.370 3.429 -2.264
C: 4.096 3.252 0.144
C: 2.784 0.471 -1.322
C: 2.422 0.231 -2.785
C: 2.757 -0.845 -0.536
H: -0.407 -6.050 1.766
H: -1.549 -5.616 0.493
H: -1.916 -5.244 2.191
H: -0.036 -3.715 2.321
H: 0.633 -4.434 -0.556
H: 1.569 -4.758 0.908
H: 1.367 -3.102 0.333
H: -3.287 -2.653 2.256
H: -3.729 -3.908 -0.510
H: -4.975 -3.725 0.717
H: -3.613 -4.793 1.023
H: -3.963 -1.437 -0.467
H: -3.379 -0.446 0.867
H: -4.902 -1.308 1.028
H: -1.714 -4.450 -1.370
H: -1.664 -4.180 -3.823
H: -1.195 -1.929 -4.773
H: -0.787 -0.022 -3.317
H: -2.910 0.900 -1.590
H: -3.302 3.089 -2.668
H: -1.422 4.721 -2.829
H: 0.761 4.140 -1.946
H: 2.302 4.153 -0.547
H: 4.078 2.639 -2.531
H: 3.889 4.386 -2.387
H: 2.549 3.399 -2.980
H: 4.699 2.346 0.013
H: 3.772 3.286 1.187
H: 4.751 4.109 -0.041
H: 3.803 0.857 -1.270
H: 1.526 -0.375 -2.854
H: 3.228 -0.316 -3.285
H: 2.250 1.155 -3.335
H: 1.737 -1.209 -0.440
H: 3.169 -0.723 0.468
H: 3.340 -1.615 -1.055
Cl: 0.287 -0.165 5.665
Si: -0.143 -0.960 3.769
Cl: -1.064 -2.745 4.478
Cl: -2.165 0.065 3.285
C: -0.689 3.064 3.962
As: 0.153 2.312 2.362
C: 1.970 2.251 3.088
C: 0.172 4.042 1.446
H: -0.082 3.905 4.290
H: -0.762 2.343 4.766
H: -1.687 3.417 3.716
H: 2.352 3.266 3.201
H: 2.627 1.685 2.435
H: 1.934 1.778 4.066
H: 0.778 4.735 2.021
H: -0.852 4.404 1.416
H: 0.544 3.981 0.428